[1]
Below is a structure of composition C21H15IrN4O, with properties calculated with ωB97M-V/def2-TZVPD.

E_LUMO (alpha / beta): -0.404 / -0.468 Ha
Kohn-Sham gap (alpha / beta): 0.2604 / 0.1970 Ha
E_HOMO (alpha / beta): -18.09 / -18.09 eV
Spin multiplicity: 2
Expectation value of S²: 0.7707
Charge: +3

Last column: Löwdin charge in e.
Cartesian coordinates (Å):
C -1.658 -2.314 -0.784  -0.041
H 1.292 -4.684 -3.873  0.144
H 4.793 -1.393 -2.988  0.152
C 1.418 -3.813 -3.243  0.047
H -2.002 3.465 -2.314  0.155
N -0.448 -1.757 -0.797  -0.069
C -0.979 1.694 -1.477  -0.054
H -2.932 -3.862 -1.522  0.140
C -1.362 2.361 4.944  0.021
H -2.334 4.043 0.122  0.184
C -0.969 -3.978 -2.382  0.089
C 2.778 -1.964 -2.427  -0.095
C 1.722 -1.578 -1.614  -0.151
N -1.852 3.207 -0.179  0.169
O -0.158 0.276 2.320  -0.141
Ir 0.156 -0.272 0.434  1.529
C -1.319 2.284 0.633  -0.209
C 3.944 -0.036 -1.568  0.024
C -1.958 3.392 4.191  0.090
H 3.411 -3.461 -3.873  0.144
H -1.190 -4.847 -2.990  0.152
C 2.833 0.279 -0.783  -0.041
H 2.826 1.138 -0.124  0.136
C -0.736 1.277 2.876  -0.249
C -1.348 2.336 2.100  -0.039
H -0.633 1.095 -2.300  0.130
C 2.593 -3.135 -3.243  0.047
H -1.389 2.408 6.024  0.147
C -1.941 -3.433 -1.569  0.024
H -2.433 4.216 4.709  0.149
C -1.654 2.864 -1.491  0.016
C -0.760 1.318 4.316  0.091
C 0.506 -2.280 -1.614  -0.151
N 1.745 -0.491 -0.796  -0.069
N -0.775 1.341 -0.156  -0.090
H -0.293 0.510 4.863  0.153
H -2.414 4.180 2.238  0.136
C -1.943 3.365 2.772  0.057
C 0.312 -3.388 -2.428  -0.095
H 4.810 0.608 -1.520  0.140
H -2.400 -1.879 -0.125  0.136
C 3.929 -1.150 -2.381  0.089

[2]
Below is an isolated molecule of C3H3N3S2 in a non-equilibrium geometry, with properties calculated with ωB97M-V/def2-TZVPD.

E_LUMO: -0.036 Ha
SMILES: S=c1nnc(S)c[nH]1
Kohn-Sham gap: 0.2655 Ha
E_HOMO: -8.20 eV

Last column: Löwdin charge in e.
Cartesian coordinates (Å):
N -0.704 0.120 0.971  0.044
H -0.983 -1.786 0.640  0.153
S -1.359 2.616 1.418  0.616
H -1.210 -0.009 1.822  0.120
C 0.494 -0.585 -0.769  -0.705
N 0.992 0.643 -0.834  0.012
C -0.524 1.488 0.546  -0.866
C -0.439 -0.917 0.236  -0.090
H 1.916 -1.214 -2.366  -0.116
S 1.265 -1.945 -1.462  0.821
N 0.552 1.588 -0.201  0.010

[3]
Below is a structure of composition C41H39Br2N5O2OsTe, with properties calculated with ωB97M-V/def2-TZVPD.

E_LUMO (alpha / beta): -0.388 / -0.398 Ha
Kohn-Sham gap (alpha / beta): 0.1893 / 0.1794 Ha
E_HOMO (alpha / beta): -15.72 / -15.70 eV
Spin multiplicity: 2
Expectation value of S²: 0.7606
Charge: +3

Last column: Löwdin charge in e.
Cartesian coordinates (Å):
H -3.792 -0.905 -3.001  0.108
H -0.305 -7.441 3.362  0.097
H 0.812 -7.640 2.018  0.098
C -6.230 3.038 -0.106  -0.012
H -0.333 -1.064 -6.432  0.088
C -0.202 -7.338 2.282  -0.019
N 0.704 1.017 2.478  -0.124
Te -1.403 -1.360 0.366  1.559
H 1.235 2.489 -1.801  0.119
C -2.644 -4.082 -0.634  -0.055
C -5.476 2.092 0.584  -0.037
H -6.229 4.631 -1.546  0.127
Os 0.037 1.012 0.496  1.423
C -1.367 -5.614 0.851  0.021
C 2.529 0.833 3.990  -0.008
H 1.697 -2.582 -3.657  0.135
C 4.746 -0.265 0.319  -0.646
N 1.075 2.866 0.229  -0.106
C -5.631 3.898 -1.021  -0.021
C -4.273 3.816 -1.258  0.020
C 1.305 -2.865 -1.067  -0.047
N 3.267 7.112 -1.579  0.207
C -3.516 2.862 -0.570  -0.182
C 0.354 1.479 4.787  -0.045
C 2.007 0.743 2.719  -0.213
C 0.024 -3.555 2.089  -0.306
H 0.570 -2.493 3.868  0.103
H 4.700 0.082 2.438  0.124
C -0.053 -1.562 -4.356  -0.229
C 0.803 -2.487 2.802  -0.057
H -1.934 -0.621 -4.729  0.137
H -3.242 -4.976 -0.789  0.098
H -3.789 4.473 -1.969  0.133
H -3.524 1.277 0.902  0.085
C 2.438 5.235 -0.249  -0.066
C -4.118 2.004 0.357  -0.037
C 4.121 0.051 1.526  -0.006
H -1.920 -6.414 0.372  0.134
C 0.374 -1.589 -5.794  -0.019
C 1.698 1.211 5.045  -0.649
H -1.138 1.573 3.250  0.132
C -1.618 -4.315 0.443  -0.305
Br 2.375 1.347 6.762  0.957
H -3.068 0.644 -2.630  0.087
C -1.272 -1.028 -3.973  0.012
H 1.357 -1.132 -5.918  0.093
H 0.576 -1.497 2.405  -0.007
C 2.777 0.344 1.524  -0.196
C 0.761 -2.115 -3.366  -0.001
C 1.481 3.186 -1.011  -0.113
C 2.649 0.011 -0.774  -0.106
C -0.885 -3.294 1.059  -0.402
C 3.993 -0.276 -0.851  -0.044
H -7.294 3.109 0.077  0.128
C -0.452 -5.922 1.858  -0.222
H 4.445 -0.507 -1.805  0.132
C 0.402 -2.130 -2.027  -0.309
Br 6.558 -0.652 0.282  0.950
H -2.168 -3.829 -1.585  0.085
C -2.095 2.799 -0.849  -0.438
C -0.831 -1.536 -1.672  -0.411
H 0.950 3.470 2.214  0.112
C 0.221 -4.871 2.465  0.007
H 3.570 0.616 4.179  0.125
C -1.690 -1.003 -2.643  -0.304
H 0.884 -3.839 -0.813  0.098
H -0.321 1.770 5.579  0.132
O 3.881 6.868 0.595  0.113
O -1.403 3.496 -1.530  0.157
H -0.896 -8.026 1.804  0.088
H -3.381 -0.514 -1.339  0.021
H 2.623 6.878 -2.313  0.112
C 2.163 4.353 -1.286  0.042
H 0.926 -5.079 3.262  0.139
H -5.954 1.437 1.300  0.121
N 2.046 0.304 0.388  -0.085
H 3.794 7.968 -1.669  0.138
H 2.484 4.543 -2.301  0.134
H 0.450 -2.618 -6.148  0.102
C 3.263 6.505 -0.378  -0.489
C -3.048 -0.415 -2.372  -0.057
H 2.213 5.578 1.854  0.143
H 2.274 -3.045 -1.529  0.093
H 2.020 -0.009 -1.657  0.121
C -0.104 1.370 3.497  -0.086
N -1.358 1.741 -0.141  -0.119
H 1.463 -2.335 -0.122  0.049
H -3.329 -3.264 -0.389  0.062
C 1.317 3.733 1.232  -0.070
H 1.876 -2.671 2.708  0.099
C 1.999 4.909 1.031  0.053

[4]
Below is a structure of composition C42H37Cl45IN3O4S2 in a non-equilibrium geometry, with properties calculated with ωB97M-V/def2-TZVPD.

E_LUMO: -0.041 Ha
Kohn-Sham gap: 0.2589 Ha
E_HOMO: -8.16 eV

Last column: Löwdin charge in e.
Cartesian coordinates (Å):
Cl 7.899 5.551 -3.415  0.512
Cl 3.863 -3.729 -3.894  0.521
H 1.333 -3.530 6.916  0.090
C 3.517 4.004 -2.521  -0.192
Cl 10.471 4.197 -3.295  0.516
C -1.988 1.909 -4.590  -0.523
C -4.270 4.077 -1.870  -0.255
H 1.553 -1.348 4.783  0.103
H 4.619 1.443 -4.947  0.072
H 3.412 2.717 -5.639  0.091
Cl 12.024 -5.490 5.379  0.500
Cl -6.465 1.198 6.993  0.520
Cl -7.840 -2.776 -5.299  0.470
C 1.591 -0.321 2.629  -0.001
Cl -0.030 -2.603 -0.048  0.586
C 10.513 -6.023 6.159  -2.013
Cl 2.300 -2.799 -1.622  0.462
H -1.048 0.090 3.424  0.116
H -5.829 1.069 -2.728  0.058
Cl -15.042 -3.823 -12.962  0.495
C 3.002 0.530 2.905  -0.032
Cl 9.636 -7.123 5.066  0.514
H 5.319 -1.208 4.080  0.067
C 5.177 4.871 2.720  -0.143
H 5.498 2.194 3.159  0.053
H 4.866 2.512 -0.940  0.074
C 3.799 -2.555 -2.555  -1.965
O -4.055 5.224 -2.565  -0.040
C -4.328 4.267 -0.216  -0.044
Cl 8.212 3.164 -1.782  0.433
H 3.690 3.820 1.350  0.130
S -3.029 2.029 -5.972  0.581
Cl 9.497 -4.604 6.516  0.490
C -4.795 1.378 7.589  -1.987
C 0.013 1.942 8.370  -1.979
Cl 10.552 -2.967 3.158  0.504
Cl -4.802 1.412 9.371  0.521
H -0.345 0.243 5.236  0.047
N -1.303 2.274 -3.438  0.023
H -5.136 1.046 -0.143  0.094
H -6.353 2.801 -3.518  0.124
I 6.987 1.378 0.967  0.798
C 9.313 -1.879 2.481  -1.989
O -1.552 -4.682 5.367  -0.022
C -3.993 0.891 -0.441  -0.003
H 4.039 4.839 -1.855  0.133
Cl -15.995 -2.390 -10.616  0.514
Cl 0.016 1.805 10.147  0.523
Cl 8.236 2.955 -4.684  0.517
Cl -16.701 -3.972 -16.924  0.507
C -1.913 1.564 -2.217  -0.126
Cl -5.889 -0.624 -5.135  0.514
N -4.404 2.703 -2.560  -0.135
C -3.508 1.771 -1.774  -0.109
Cl 9.488 1.843 7.693  0.525
H -5.161 3.526 0.186  0.071
C -0.668 -3.771 5.802  -0.277
H -6.387 2.549 -1.589  0.094
C 4.564 -0.711 4.823  -0.136
Cl -0.340 0.351 7.652  0.551
Cl -1.234 3.111 7.867  0.490
S 0.933 0.394 -1.805  0.800
C -5.848 2.249 -2.589  -0.103
Cl -10.587 -3.944 -9.651  0.490
Cl -9.893 -3.575 -6.850  0.458
C 3.162 1.267 0.173  -0.039
Cl -16.388 -6.359 -15.290  0.497
C 4.486 -1.246 6.237  -0.044
Cl -10.970 -6.120 -7.758  0.524
N -0.395 -1.109 0.804  -0.485
Cl 8.535 -0.728 6.721  0.477
H 5.378 -1.851 6.750  0.060
C -0.585 -0.486 4.330  -0.155
C 3.839 1.997 -1.163  -0.207
Cl 6.703 1.088 8.067  0.515
Cl 7.692 1.727 5.406  0.498
Cl -16.364 -6.568 -18.192  0.510
Cl 1.611 2.503 7.815  0.510
H 1.595 -4.129 5.132  0.092
Cl -15.600 -5.270 -10.501  0.514
C -2.970 -0.088 0.427  0.017
H 0.950 -5.349 6.493  0.097
H 5.534 2.912 -3.180  0.071
H 3.544 -1.065 6.923  0.063
C -7.487 -1.185 -4.580  -1.979
C -1.592 -1.697 4.897  -0.195
Cl -14.129 -5.326 -16.804  0.506
C -15.895 -5.556 -16.803  -2.018
C 3.823 1.333 1.693  -0.084
C 4.864 3.762 1.554  -0.287
C 0.842 -1.143 3.862  -0.169
H 2.890 1.639 -4.101  0.049
Cl 8.569 -2.642 1.053  0.507
O -1.059 -2.378 6.087  -0.150
H -2.619 -1.204 5.225  0.061
H -3.314 3.937 0.312  0.100
Cl -3.812 0.003 7.025  0.542
H 3.938 1.139 -1.986  0.049
H 5.425 4.047 0.566  0.087
C 1.762 0.452 -0.083  -0.284
H 4.274 5.015 3.487  0.091
C -14.985 -3.744 -11.183  -1.990
Cl 5.207 -2.793 -1.489  0.512
H 4.850 4.215 -4.358  0.114
C 3.776 2.220 -4.616  -0.144
C 8.105 0.983 6.972  -1.994
H -3.454 -0.634 1.364  0.096
Cl -7.484 -1.322 -2.804  0.522
Cl -4.103 2.898 6.969  0.477
H 0.595 -2.217 3.412  0.121
H 4.131 1.562 4.735  0.114
C -0.912 0.599 -1.348  -0.282
C 3.576 0.546 4.454  -0.192
C 8.705 3.967 -3.294  -2.008
H 5.263 5.924 2.165  0.086
Cl -12.685 -3.773 -7.643  0.494
H 2.657 0.491 5.215  0.099
H 2.615 4.486 -3.138  0.147
H 6.213 4.727 3.267  0.081
H -1.847 -2.457 4.028  0.143
C 0.908 -0.360 1.103  -0.164
C -11.034 -4.353 -7.976  -1.969
Cl 3.826 -0.900 -3.214  0.557
Cl -13.303 -3.492 -10.653  0.450
Cl 10.897 -6.875 7.676  0.514
Cl 8.060 -1.569 3.709  0.465
C 5.220 2.196 2.009  -0.640
C 0.908 -4.252 6.075  -0.018
H -4.530 5.390 0.102  0.101
C 4.514 3.326 -3.636  -0.241
C -1.367 -0.257 0.015  -0.213
Cl 10.072 -0.339 2.005  0.475
O 2.903 3.054 -1.578  -0.248
Cl -8.734 -0.016 -5.083  0.522

[5]
Below is an isolated molecule of C3H5NOS in a non-equilibrium geometry, with properties calculated with ωB97M-V/def2-TZVPD.

E_LUMO: 0.024 Ha
SMILES: NC(=O)[C@@H]1CS1
Kohn-Sham gap: 0.3696 Ha
E_HOMO: -9.40 eV

Last column: Löwdin charge in e.
Cartesian coordinates (Å):
H 0.719 -0.807 -1.503  0.115
N -0.487 -0.634 1.433  0.148
H 0.512 1.808 -1.751  0.074
C 0.149 -0.234 -0.754  -0.464
C 0.537 -0.753 0.603  -0.610
H -0.206 -0.995 2.288  0.085
H -1.484 -0.764 0.997  0.135
O 1.663 -1.157 0.881  0.059
S -1.538 0.436 -1.316  0.763
C 0.077 1.299 -0.885  -0.342
H 0.059 1.802 0.006  0.037

[6]
Below is an isolated molecule of C2H3N3O2 in a non-equilibrium geometry, with properties calculated with ωB97M-V/def2-TZVPD.

E_LUMO: 0.010 Ha
SMILES: Nc1nc(=O)o[nH]1
Kohn-Sham gap: 0.3709 Ha
E_HOMO: -9.82 eV

Last column: Löwdin charge in e.
Cartesian coordinates (Å):
H 1.611 -0.480 0.994  0.159
H -0.884 -0.922 1.970  0.088
N -1.141 -0.966 1.003  0.135
O 0.684 1.447 -2.542  0.091
N 0.950 0.167 0.570  0.052
C 0.482 0.854 -1.495  -0.498
N -0.625 0.166 -1.042  0.190
C -0.352 -0.241 0.171  -0.417
O 1.504 0.683 -0.534  0.015
H -2.228 -0.709 0.904  0.186

[7]
Below is an isolated molecule of C4H5FN2 in a non-equilibrium geometry, with properties calculated with ωB97M-V/def2-TZVPD.

E_LUMO: 0.034 Ha
SMILES: C=N/C=C\N=C/F
Kohn-Sham gap: 0.3431 Ha
E_HOMO: -8.42 eV

Last column: Löwdin charge in e.
Cartesian coordinates (Å):
H 0.105 -1.497 -0.206  0.024
H -0.473 2.440 -0.525  0.136
H 1.718 1.236 -1.293  0.095
C 1.019 -1.366 0.233  -0.003
C -0.109 1.404 -0.165  -0.141
C -1.512 -0.208 0.504  -0.240
F -1.657 -0.593 -0.786  0.028
H 1.400 -2.098 0.862  0.063
N -0.957 0.874 0.820  0.074
C 1.018 0.782 -0.627  -0.186
N 1.620 -0.299 -0.071  0.010
H -2.172 -0.676 1.255  0.139